(1)
Here is 2 unconnected molecules or ions with the total composition C3H10N2S from the Open Molecules 2025 dataset. Energies are from ωB97M-V/def2-TZVPD.

```
16
Properties=species:S:1:pos:R:3:forces:R:3:nbo_charge:R:1
S -1.599996 0.079913 -1.389080 0.47 -0.28 -0.92 -0.05
N 3.189855 -0.931285 -0.628036 -2.71 -1.05 2.80 -0.83
H -1.366376 -1.211754 1.215144 -1.31 1.74 1.03 0.21
C 2.210070 0.016473 -0.246924 -3.90 3.33 -2.50 0.30
H 1.147430 1.391728 -1.232315 0.08 0.41 1.92 0.39
H -2.385233 0.069205 2.325391 0.42 -0.84 -0.53 0.23
C -1.688024 -0.110002 1.477105 -1.09 -2.10 -1.43 -0.61
N 2.081618 1.227817 -0.821094 2.36 -3.48 -0.65 -0.83
H -0.772801 0.307159 1.764919 1.40 1.15 0.13 0.21
H -3.440019 0.312098 0.088964 1.85 0.26 0.53 0.22
H -0.691781 -0.870600 -1.108368 -0.22 0.05 0.37 0.11
H -2.150958 1.591164 0.206444 -0.35 0.21 0.34 0.22
H 1.237462 -0.055269 0.369200 1.85 -2.05 -0.43 0.17
H 3.729720 -0.462331 -1.271716 1.57 0.81 -2.08 0.39
H 2.806885 -1.871729 -0.951315 0.72 2.01 0.93 0.41
C -2.307853 0.517407 0.201675 -1.16 -0.17 0.47 -0.53
```
Positions in Å, forces in eV/Å.

## Properties
Frontier orbital gap   0.3305 hartree
SMILES   [H]/N=C/N.CCS
Multiplicity   1
Relative energy (zero: lowest compared OMol25 entry of this formula, charge and spin)   64.8 kcal per mole



(2)
Here is C4H3ClN2O in the gas phase from the Open Molecules 2025 dataset. Energies are from ωB97M-V/def2-TZVPD.

```
11
Properties=species:S:1:pos:R:3:forces:R:3:nbo_charge:R:1
C -0.875047 -2.008033 0.529556 -10.40 -2.74 -2.51 0.22
H 2.727879 0.194552 0.813384 -2.97 -0.62 -3.28 0.49
H 0.625036 1.642787 0.555988 -2.32 1.22 -1.86 0.25
Cl -1.898532 0.010372 -1.635449 0.72 0.17 0.26 0.01
N -2.008078 -2.589315 0.337370 9.59 4.17 1.96 -0.22
O 1.929805 0.061910 0.056106 3.44 -0.88 4.75 -0.59
C -0.279291 1.668377 -0.217524 2.02 -2.68 0.70 -0.33
H -0.721665 2.451951 -0.842181 0.37 -0.01 0.82 0.24
C -0.569184 0.377365 -0.517892 -1.79 1.30 0.03 -0.09
N 1.164000 -1.022760 0.681877 -2.58 3.16 -2.95 -0.03
C -0.094923 -0.787207 0.238764 3.91 -3.09 2.09 0.04
```
Positions in Å, forces in eV/Å.

## Properties
Frontier orbital gap   0.3246 hartree
SMILES   C=C(Cl)/C(C#N)=N\O
Multiplicity   1
Relative energy (zero: lowest compared OMol25 entry of this formula, charge and spin)   129.9 kcal per mole



(3)
Here is C2H5FN2S in the gas phase from the Open Molecules 2025 dataset. Energies are from ωB97M-V/def2-TZVPD.

```
11
Properties=species:S:1:pos:R:3:forces:R:3:nbo_charge:R:1
N 0.626096 -0.136579 -1.088009 -0.18 -0.02 0.10 -0.77
F -0.903004 -0.114396 2.194117 -0.29 0.13 0.09 -0.35
H 1.187088 1.846767 -1.826087 0.45 0.92 -0.09 0.10
N 0.316561 -1.775688 0.468598 0.46 0.81 -0.85 -0.68
S 0.099974 1.145755 -2.054814 -0.33 -0.48 0.35 0.20
H -0.171775 1.341059 0.972457 -0.38 -0.05 0.26 0.18
C 0.093746 -0.572752 0.117941 -0.13 -0.76 -0.39 0.39
H 1.217643 -0.804415 -1.550217 -0.10 -0.36 0.06 0.41
C -0.743491 0.402718 0.931813 2.73 -0.06 -0.03 -0.01
H -0.066508 -1.888606 1.376351 -0.40 -0.47 1.09 0.35
H -1.656329 0.556139 0.457850 -1.83 0.34 -0.59 0.19
```
Positions in Å, forces in eV/Å.

## Properties
Frontier orbital gap   0.3690 hartree
SMILES   [H]/N=C(\CF)NS
Multiplicity   1
Relative energy (zero: lowest compared OMol25 entry of this formula, charge and spin)   0.6 kcal per mole



Question: Which of these has the lowest relative energy (zero: lowest compared OMol25 entry of this formula, charge and spin)?
Answer: C2H5FN2S



What did the second record say?
Here is C4H3ClN2O in the gas phase from the Open Molecules 2025 dataset. Energies are from ωB97M-V/def2-TZVPD.

```
11
Properties=species:S:1:pos:R:3:forces:R:3:nbo_charge:R:1
C -0.875047 -2.008033 0.529556 -10.40 -2.74 -2.51 0.22
H 2.727879 0.194552 0.813384 -2.97 -0.62 -3.28 0.49
H 0.625036 1.642787 0.555988 -2.32 1.22 -1.86 0.25
Cl -1.898532 0.010372 -1.635449 0.72 0.17 0.26 0.01
N -2.008078 -2.589315 0.337370 9.59 4.17 1.96 -0.22
O 1.929805 0.061910 0.056106 3.44 -0.88 4.75 -0.59
C -0.279291 1.668377 -0.217524 2.02 -2.68 0.70 -0.33
H -0.721665 2.451951 -0.842181 0.37 -0.01 0.82 0.24
C -0.569184 0.377365 -0.517892 -1.79 1.30 0.03 -0.09
N 1.164000 -1.022760 0.681877 -2.58 3.16 -2.95 -0.03
C -0.094923 -0.787207 0.238764 3.91 -3.09 2.09 0.04
```
Positions in Å, forces in eV/Å.

## Properties
Frontier orbital gap   0.3246 hartree
SMILES   C=C(Cl)/C(C#N)=N\O
Multiplicity   1
Relative energy (zero: lowest compared OMol25 entry of this formula, charge and spin)   129.9 kcal per mole



Question: The highest relative energy (zero: lowest compared OMol25 entry of this formula, charge and spin) belongs to which entry?
Answer: C4H3ClN2O



Question: Among the records above, which one has the highest relative energy (zero: lowest compared OMol25 entry of this formula, charge and spin)?
Answer: C4H3ClN2O